Below is a 2-piece molecular cluster, C8H20N3O3 overall, with properties calculated with ωB97M-V/def2-TZVPD.

Each line ends with the natural charge from an NBO analysis.
Positions of all 34 atoms, in Å:
C  -1.40  -1.37  1.91  0.5650
C  1.04  2.09  -2.07  -0.6231
C  -1.84  -2.31  -2.31  -0.6672
C  3.28  1.60  0.97  -0.6516
C  -0.21  1.10  -2.10  -0.0826
C  -2.62  -1.05  -1.90  -0.0711
C  2.74  1.04  2.20  -0.0793
C  -1.03  -0.29  -0.18  0.9708
N  -0.68  -1.85  2.98  -0.8389
N  -2.57  -1.62  1.48  -0.7378
N  -0.63  -0.53  1.07  -0.6183
O  -0.12  0.34  -0.84  -0.4912
O  -2.23  -0.51  -0.54  -0.4321
O  1.38  0.93  2.18  -0.7240
H  2.05  1.43  -2.13  0.2223
H  0.83  2.69  -3.02  0.2413
H  1.19  2.66  -1.19  0.2284
H  -1.53  -2.72  -1.38  0.2326
H  -2.53  -3.02  -2.76  0.2511
H  -1.00  -2.29  -2.96  0.2293
H  4.34  1.84  0.91  0.2515
H  3.03  0.94  0.08  0.2109
H  2.89  2.64  0.74  0.1983
H  -0.32  0.35  -2.88  0.2175
H  -1.10  1.90  -1.97  0.2068
H  -3.65  -1.38  -1.63  0.2379
H  -2.64  -0.11  -2.53  0.2129
H  3.15  1.63  3.16  0.1676
H  3.16  0.08  2.34  0.1912
H  -1.35  -2.42  3.57  0.4235
H  0.16  -1.28  3.34  0.4270
H  -3.14  -2.44  1.89  0.3726
H  1.17  1.93  2.02  0.4907
H  0.18  0.01  1.53  0.4681

Computed properties:
HOMO energy, eV: -12.47
Calculated total energy, eV: -19224.1393
Energy above the lowest of the compared OMol25 structures with the same formula, charge and spin, kJ/mol: 64.1
Net charge: +1

=====

Below is C49H43GeN2O3PtSi as an isolated structure, with properties calculated with ωB97M-V/def2-TZVPD.

Each line ends with the Löwdin charge.
Positions of all 100 atoms, in Å:
Pt  0.28  -0.41  -1.64  1.0370
O  3.46  5.07  -0.55  -0.0680
C  4.11  3.86  -0.93  -0.2201
C  3.15  2.89  -1.54  -0.2438
C  3.72  1.63  -1.99  -0.0903
C  2.87  0.63  -2.33  -0.2222
N  1.53  0.81  -2.50  -0.1820
C  0.90  2.10  -2.21  -0.3620
C  1.84  3.12  -1.62  -0.0143
C  -1.63  1.82  -1.85  -0.3270
C  -1.95  3.03  -2.47  0.0187
C  -3.24  3.28  -2.90  -0.2150
C  -3.63  4.60  -3.50  -0.2134
O  -3.98  5.56  -2.50  -0.0636
C  -4.20  2.29  -2.70  -0.0387
C  -3.81  1.13  -2.05  -0.1290
N  -2.58  0.89  -1.64  0.1136
H  4.03  5.53  0.08  0.0818
H  4.56  3.38  -0.05  0.1228
H  4.91  4.06  -1.64  0.1191
H  4.79  1.45  -1.94  0.0920
H  3.22  -0.38  -2.52  0.1006
H  1.42  4.04  -1.24  0.1017
H  -1.19  3.79  -2.58  0.1274
H  -4.47  4.46  -4.19  0.1112
H  -2.80  5.03  -4.06  0.1192
H  -4.48  5.10  -1.82  0.0798
H  -5.22  2.42  -3.04  0.1048
H  -4.54  0.34  -1.86  0.1057
C  -0.26  1.53  -1.34  -0.4356
Ge  -0.22  1.93  0.58  1.0248
C  -1.68  1.01  1.52  -0.2486
C  -2.46  1.67  2.47  -0.1143
C  -3.46  0.99  3.17  -0.1022
C  -3.68  -0.36  2.94  -0.1012
C  -2.91  -1.03  2.00  -0.0731
C  -1.92  -0.35  1.30  -0.1021
C  1.40  1.50  1.59  -0.2530
C  1.45  1.88  2.93  -0.1141
C  2.57  1.62  3.71  -0.1028
C  3.66  0.97  3.16  -0.1122
C  3.63  0.58  1.82  -0.0891
C  2.50  0.84  1.05  -0.1262
C  -0.52  3.86  0.87  -0.2523
C  0.52  4.71  1.22  -0.1154
C  0.33  6.08  1.34  -0.0896
C  -0.93  6.63  1.09  -0.1008
C  -1.98  5.80  0.74  -0.0912
C  -1.78  4.42  0.64  -0.1187
H  0.46  2.49  -3.14  0.1235
H  -2.30  2.72  2.66  0.0882
H  -4.06  1.53  3.90  0.0925
H  -4.46  -0.88  3.48  0.0931
H  -3.07  -2.08  1.81  0.0853
H  -1.34  -0.89  0.56  0.0586
H  0.60  2.39  3.37  0.1037
H  2.58  1.92  4.75  0.0967
H  4.54  0.76  3.76  0.0973
H  4.47  0.06  1.38  0.1094
H  2.49  0.52  0.01  0.0648
H  1.51  4.30  1.39  0.0929
H  1.16  6.72  1.60  0.0964
H  -1.08  7.70  1.17  0.0940
H  -2.96  6.22  0.53  0.0946
H  -2.62  3.79  0.36  0.1002
O  -0.04  -2.39  -1.48  -0.5094
Si  0.19  -3.71  -0.61  0.4323
C  -1.39  -4.72  -0.40  -0.2070
C  -2.16  -4.67  0.77  -0.1018
C  -3.35  -5.37  0.88  -0.0968
C  -3.81  -6.14  -0.18  -0.1083
C  -3.06  -6.20  -1.35  -0.0989
C  -1.87  -5.50  -1.46  -0.0926
C  0.83  -3.33  1.13  -0.2121
C  0.95  -4.33  2.10  -0.1106
C  1.41  -4.03  3.38  -0.1018
C  1.75  -2.73  3.71  -0.0866
C  1.64  -1.72  2.76  -0.0649
C  1.19  -2.03  1.48  -0.0841
C  1.44  -4.83  -1.47  -0.2124
C  2.29  -4.27  -2.44  -0.0851
C  3.26  -5.04  -3.07  -0.0965
C  3.40  -6.38  -2.76  -0.1111
C  2.56  -6.96  -1.81  -0.1031
C  1.59  -6.18  -1.18  -0.1009
H  -1.81  -4.08  1.61  0.0896
H  -3.93  -5.32  1.80  0.0959
H  -4.74  -6.69  -0.10  0.0923
H  -3.41  -6.80  -2.19  0.0943
H  -1.30  -5.55  -2.38  0.1051
H  0.68  -5.35  1.87  0.0965
H  1.50  -4.82  4.12  0.0918
H  2.10  -2.49  4.71  0.0950
H  1.90  -0.70  3.00  0.0633
H  1.11  -1.24  0.74  0.0412
H  2.17  -3.22  -2.70  0.0895
H  3.90  -4.59  -3.82  0.0954
H  4.15  -6.98  -3.25  0.0915
H  2.66  -8.01  -1.57  0.0930
H  0.94  -6.65  -0.45  0.0980

Computed properties:
HOMO energy, eV: -4.08
Calculated total energy, eV: -128276.4316
Energy above the lowest of the compared OMol25 structures with the same formula, charge and spin, kJ/mol: 0.0
Net charge: -1